[1]
The following is a quantum chemistry calculation of a 12-piece molecular cluster, C25H74O23 overall in a non-equilibrium geometry, from OMol25.

Positions of all 122 atoms, in Å:
C (4.78, -0.50, -0.40)
C (4.21, -1.22, -1.65)
C (4.28, -2.73, -1.52)
O (2.93, -0.79, -2.03)
H (4.25, -0.74, 0.52)
H (4.81, 0.57, -0.62)
H (5.83, -0.75, -0.27)
H (5.03, -1.01, -2.35)
H (5.09, -3.22, -0.97)
H (4.19, -3.23, -2.49)
H (3.48, -3.15, -0.90)
H (3.06, 0.03, -2.54)
C (-2.90, -0.21, 3.53)
C (-2.02, -1.05, 4.48)
O (-2.76, -2.22, 4.87)
O (-2.39, -0.09, 2.19)
H (-3.02, 0.79, 3.96)
H (-3.89, -0.65, 3.41)
H (-1.77, -0.45, 5.34)
H (-1.17, -1.37, 3.87)
H (-2.27, -2.96, 4.49)
H (-2.74, 0.75, 1.86)
C (-3.26, 3.81, 2.21)
C (-4.58, 3.67, 1.49)
O (-5.33, 2.54, 1.95)
O (-2.32, 2.79, 1.90)
H (-3.30, 3.88, 3.29)
H (-2.79, 4.76, 1.93)
H (-4.41, 3.48, 0.43)
H (-5.23, 4.55, 1.58)
H (-5.35, 2.55, 2.91)
H (-2.41, 2.46, 1.00)
C (1.11, 2.57, 3.54)
C (0.92, 3.60, 4.66)
O (-0.31, 4.29, 4.49)
O (0.60, 3.06, 2.29)
H (0.44, 1.72, 3.75)
H (2.13, 2.23, 3.37)
H (1.75, 4.32, 4.73)
H (0.84, 3.11, 5.63)
H (-0.18, 5.02, 3.88)
H (-0.35, 3.18, 2.45)
C (1.89, 1.04, -4.60)
C (0.42, 1.37, -4.78)
O (0.29, 2.79, -4.90)
O (2.39, 1.59, -3.39)
H (2.51, 1.41, -5.42)
H (2.01, -0.05, -4.63)
H (-0.21, 1.00, -3.97)
H (0.01, 0.84, -5.65)
H (-0.66, 2.93, -5.01)
H (2.29, 2.55, -3.42)
C (0.47, -1.04, 0.30)
C (0.72, 0.44, 0.52)
O (0.81, 1.25, -0.69)
O (1.69, -1.77, 0.32)
H (-0.13, -1.18, -0.61)
H (-0.14, -1.41, 1.13)
H (1.67, 0.57, 1.04)
H (-0.11, 0.89, 1.05)
H (1.72, 1.25, -1.03)
H (2.19, -1.58, -0.50)
C (0.97, -4.44, -2.81)
C (0.78, -5.46, -3.90)
O (-0.53, -5.31, -4.47)
O (1.12, -3.15, -3.41)
H (1.74, -4.69, -2.08)
H (-0.01, -4.40, -2.32)
H (0.93, -6.48, -3.56)
H (1.52, -5.33, -4.70)
H (-0.43, -4.60, -5.11)
H (1.16, -2.51, -2.68)
C (1.94, -3.63, 4.63)
C (1.99, -3.42, 3.16)
O (0.92, -4.09, 2.47)
O (0.85, -2.93, 5.25)
H (2.84, -3.27, 5.13)
H (1.69, -4.67, 4.88)
H (2.87, -3.93, 2.74)
H (2.01, -2.36, 2.88)
H (0.67, -3.55, 1.71)
H (0.05, -3.45, 5.18)
C (-2.05, -1.44, -2.90)
C (-2.94, -2.47, -3.55)
O (-3.50, -2.02, -4.79)
O (-2.73, -0.22, -2.61)
H (-1.28, -1.15, -3.63)
H (-1.66, -1.80, -1.95)
H (-3.82, -2.64, -2.91)
H (-2.47, -3.45, -3.64)
H (-3.63, -1.07, -4.64)
H (-2.46, 0.20, -1.79)
C (-3.03, -4.05, 1.18)
C (-3.30, -3.94, -0.30)
O (-4.61, -4.37, -0.65)
O (-2.12, -3.06, 1.68)
H (-2.57, -5.00, 1.45)
H (-3.90, -3.97, 1.84)
H (-2.64, -4.65, -0.80)
H (-3.16, -2.89, -0.56)
H (-5.26, -3.67, -0.58)
H (-2.55, -2.26, 1.98)
C (-1.63, 3.62, -0.85)
C (-1.40, 4.22, -2.26)
O (-1.35, 5.63, -2.23)
O (-1.67, 2.22, -0.90)
H (-2.62, 4.01, -0.60)
H (-0.87, 4.06, -0.19)
H (-2.26, 3.91, -2.86)
H (-0.51, 3.79, -2.71)
H (-0.51, 5.91, -1.84)
H (-0.76, 1.85, -0.93)
C (4.25, 4.17, 0.49)
C (3.02, 3.96, -0.37)
O (1.82, 4.42, 0.23)
O (4.62, 3.18, 1.42)
H (4.16, 5.16, 0.95)
H (5.09, 4.35, -0.19)
H (2.88, 2.94, -0.73)
H (3.15, 4.58, -1.27)
H (1.45, 3.68, 0.75)
H (4.94, 3.57, 2.23)

## Properties
HOMO energy   -9.810 eV
Structure (SMILES)   CC(C)O.OCCO.OCCO.OCCO.OCCO.OCCO.OCCO.OCCO.OCCO.OCCO.OCCO.OCCO
HOMO-LUMO gap   10.1 eV

These are the Mulliken partial charges, in e, on atoms 1 to 99: C -1.28; C 0.53; C -1.14; O -0.32; H 0.03; H 0.31; H 0.55; H 0.54; H 0.45; H 0.32; H 0.06; H 0.08; C -0.46; C 0.09; O -0.63; O -0.21; H 0.21; H 0.37; H 0.38; H -0.09; H 0.34; H -0.01; C -0.54; C -0.47; O -0.55; O 0.16; H 0.54; H 0.20; H 0.16; H 0.38; H 0.34; H -0.06; C -0.07; C -0.70; O -0.54; O -0.15; H -0.07; H 0.49; H 0.33; H 0.34; H 0.31; H -0.11; C -0.57; C -0.13; O -0.60; O -0.72; H 0.34; H 0.34; H 0.06; H 0.49; H 0.34; H 0.34; C 0.86; C 0.30; O 0.89; O 0.04; H -0.62; H -0.07; H 0.28; H -0.40; H -0.48; H -0.34; C 0.48; C -0.90; O -0.54; O -0.48; H 0.32; H -0.16; H 0.37; H 0.33; H 0.33; H 0.14; C -0.67; C 0.28; O -0.59; O -0.51; H 0.28; H 0.33; H 0.29; H 0.03; H 0.20; H 0.27; C 0.98; C -0.58; O -0.63; O -0.66; H 0.17; H -0.58; H 0.34; H 0.28; H 0.36; H 0.21; C -0.73; C 0.43; O -0.61; O -0.06; H 0.25; H 0.37; H 0.14

=====

[2]
The following is a quantum chemistry calculation of C25H75BrN15O10V as an isolated structure in a non-equilibrium geometry, from OMol25.

Positions of all 127 atoms, in Å:
V (-1.38, -1.44, 3.06)
Br (-0.60, -0.22, 0.79)
C (-1.75, -4.52, 1.50)
O (-1.60, -3.41, 2.02)
N (-2.12, -4.53, 0.28)
N (-1.54, -5.66, 2.06)
H (-2.35, -3.62, -0.11)
H (-2.33, -5.41, -0.17)
H (-1.76, -6.47, 1.50)
H (-1.09, -5.73, 2.96)
C (-0.41, 1.07, 5.09)
O (-1.04, 0.42, 4.23)
N (-0.59, 2.32, 5.26)
N (0.11, 0.47, 6.08)
H (-1.36, 2.76, 4.79)
H (-0.15, 2.69, 6.09)
H (-0.02, -0.53, 6.14)
H (0.66, 1.02, 6.73)
C (1.90, -1.33, 3.55)
O (0.79, -1.74, 3.50)
N (2.38, -0.39, 2.83)
N (2.86, -1.87, 4.27)
H (3.25, 0.04, 3.10)
H (1.90, 0.05, 2.06)
H (3.84, -1.62, 4.25)
H (2.57, -2.56, 4.94)
C (-3.47, 3.53, -1.42)
O (-3.89, 3.56, -0.22)
N (-2.40, 2.81, -1.84)
N (-3.76, 4.27, -2.46)
H (-1.85, 2.44, -1.09)
H (-2.06, 3.03, -2.77)
H (-3.43, 3.87, -3.33)
H (-4.46, 4.98, -2.27)
C (1.23, 2.21, -2.59)
O (2.08, 2.75, -3.37)
N (0.39, 1.25, -2.87)
N (1.14, 2.36, -1.31)
H (0.38, 1.00, -3.85)
H (-0.08, 0.71, -2.17)
H (0.49, 1.77, -0.81)
H (1.63, 3.09, -0.81)
C (3.87, -2.66, -1.97)
C (2.78, -3.60, -2.34)
C (1.95, -4.07, -1.10)
O (2.83, -4.41, -0.02)
C (2.41, -3.81, 1.20)
N (1.92, -3.28, -3.42)
H (4.70, -3.09, -1.40)
H (3.46, -1.84, -1.38)
H (4.36, -2.27, -2.86)
H (3.38, -4.49, -2.56)
H (1.30, -4.92, -1.28)
H (1.26, -3.26, -0.85)
H (2.27, -2.73, 1.30)
H (3.00, -4.18, 2.04)
H (1.43, -4.28, 1.34)
H (2.49, -2.94, -4.18)
H (1.30, -2.51, -3.18)
C (-0.75, 4.84, 0.65)
C (0.04, 3.92, 1.64)
C (1.58, 4.23, 1.65)
O (2.15, 4.47, 0.43)
C (3.57, 4.77, 0.49)
N (-0.40, 4.24, 3.00)
H (-0.30, 4.57, -0.30)
H (-0.61, 5.88, 0.93)
H (-1.80, 4.52, 0.70)
H (-0.10, 2.91, 1.27)
H (2.09, 3.36, 2.07)
H (1.86, 5.10, 2.23)
H (4.04, 3.95, 1.04)
H (3.72, 5.68, 1.07)
H (4.07, 5.01, -0.44)
H (0.33, 4.05, 3.68)
H (-0.58, 5.23, 2.94)
C (-3.99, 1.25, 2.43)
C (-4.50, -0.11, 2.93)
C (-5.89, -0.45, 2.25)
O (-5.50, -0.95, 0.96)
C (-6.61, -1.39, 0.23)
N (-3.60, -1.17, 2.50)
H (-4.29, 1.46, 1.40)
H (-2.97, 1.53, 2.70)
H (-4.64, 1.83, 3.08)
H (-4.56, -0.15, 4.02)
H (-6.53, 0.43, 2.26)
H (-6.36, -1.33, 2.70)
H (-7.22, -0.49, 0.12)
H (-7.12, -2.18, 0.78)
H (-6.41, -1.77, -0.78)
H (-4.13, -1.95, 2.87)
H (-3.94, -1.28, 1.56)
C (-4.31, -3.42, -2.53)
C (-3.10, -2.52, -2.35)
C (-3.07, -1.28, -3.12)
O (-3.26, -1.47, -4.51)
C (-2.18, -2.05, -5.26)
N (-3.08, -2.19, -0.95)
H (-4.42, -3.72, -3.57)
H (-5.19, -2.85, -2.25)
H (-4.15, -4.38, -2.04)
H (-2.21, -3.05, -2.69)
H (-2.08, -0.85, -2.93)
H (-3.85, -0.57, -2.84)
H (-2.52, -2.59, -6.15)
H (-1.48, -2.65, -4.67)
H (-1.51, -1.30, -5.69)
H (-3.70, -1.40, -0.83)
H (-2.23, -1.72, -0.67)
C (6.33, 1.12, -3.98)
C (5.43, 1.44, -2.78)
C (6.23, 1.50, -1.50)
O (5.37, 1.77, -0.36)
C (4.76, 0.61, 0.09)
N (4.88, 2.72, -3.13)
H (5.85, 0.80, -4.91)
H (6.96, 0.26, -3.76)
H (6.96, 1.98, -4.21)
H (4.75, 0.58, -2.71)
H (6.97, 2.30, -1.62)
H (6.81, 0.61, -1.28)
H (4.16, 0.92, 0.94)
H (5.25, -0.35, 0.26)
H (3.90, 0.40, -0.55)
H (5.73, 3.26, -3.23)
H (4.50, 3.01, -2.24)

## Properties
HOMO energy (alpha / beta)   -10.249 / -10.249 eV
Charge   +1
2S+1   4
HOMO-LUMO gap (alpha / beta)   7.6 / 7.6 eV

These are the Mulliken partial charges, in e, on atoms 1 to 99: V 0.93; Br -0.35; C 0.55; O -0.61; N -0.07; N -0.35; H 0.11; H 0.22; H 0.16; H 0.28; C 0.57; O -0.47; N -0.35; N -0.42; H 0.30; H 0.12; H 0.22; H 0.16; C 0.30; O -0.32; N 0.05; N -0.43; H 0.19; H -0.22; H 0.14; H 0.27; C 0.68; O -0.65; N -0.10; N -0.46; H -0.03; H 0.24; H 0.20; H 0.25; C 0.56; O -0.74; N 0.02; N 0.88; H 0.17; H -0.10; H -0.60; H -0.07; C -1.12; C 0.24; C -0.26; O -0.44; C -0.37; N -0.61; H 0.46; H -0.08; H 0.49; H 0.24; H 0.36; H -0.10; H 0.08; H 0.38; H 0.19; H 0.35; H 0.20; C -1.63; C 1.14; C -1.21; O -0.54; C -0.87; N -0.42; H 0.30; H 0.56; H 0.39; H -0.40; H 0.43; H 0.48; H 0.31; H 0.39; H 0.30; H 0.32; H 0.31; C -1.25; C 0.33; C -1.39; O -0.23; C -0.64; N 0.67; H 0.26; H 0.02; H 0.44; H 0.61; H 0.44; H 0.59; H 0.33; H 0.32; H 0.05; H 0.23; H -0.26; C -1.50; C 0.24; C -0.63; O -0.47; C -0.72; N -0.40

=====

[3]
The following is a quantum chemistry calculation of a 5-piece molecular cluster, C25H76N12O5P4 overall in a non-equilibrium geometry, from OMol25.

Positions of all 122 atoms, in Å:
O (4.44, 1.49, -4.00)
P (3.54, 1.48, -2.88)
N (4.16, 1.47, -1.34)
C (3.74, 0.36, -0.52)
C (5.45, 2.01, -1.18)
N (2.37, 0.31, -3.02)
C (1.16, 0.35, -2.40)
C (2.67, -0.97, -3.62)
N (2.80, 2.94, -2.77)
C (2.27, 3.56, -1.55)
C (2.30, 3.51, -4.04)
H (4.33, -0.53, -0.75)
H (2.72, 0.18, -0.64)
H (3.89, 0.62, 0.52)
H (5.55, 2.96, -1.73)
H (6.28, 1.36, -1.51)
H (5.70, 2.17, -0.09)
H (1.01, 1.29, -1.80)
H (0.31, 0.15, -3.08)
H (1.05, -0.37, -1.57)
H (3.41, -0.78, -4.37)
H (3.05, -1.63, -2.88)
H (1.73, -1.30, -4.17)
H (2.59, 4.64, -1.49)
H (1.13, 3.58, -1.58)
H (2.57, 3.00, -0.70)
H (2.91, 4.36, -4.37)
H (1.26, 3.84, -4.01)
H (2.31, 2.79, -4.82)
O (-2.35, -1.71, -1.57)
P (-2.79, -1.11, -2.86)
N (-3.17, 0.48, -2.72)
C (-2.09, 1.29, -2.16)
C (-4.34, 1.18, -3.31)
N (-4.10, -2.01, -3.38)
C (-4.51, -2.12, -4.79)
C (-4.94, -2.59, -2.36)
N (-1.71, -1.23, -4.09)
C (-1.14, -2.59, -4.17)
C (-1.46, -0.34, -5.17)
H (-1.46, 1.65, -2.98)
H (-1.40, 0.77, -1.58)
H (-2.48, 2.12, -1.69)
H (-4.48, 1.98, -2.66)
H (-5.27, 0.54, -3.42)
H (-4.16, 1.68, -4.29)
H (-3.98, -2.83, -5.41)
H (-5.55, -2.45, -4.66)
H (-4.49, -1.10, -5.25)
H (-6.02, -2.32, -2.54)
H (-4.89, -3.69, -2.36)
H (-4.79, -2.23, -1.40)
H (-1.66, -3.16, -3.42)
H (-1.42, -3.04, -5.15)
H (-0.07, -2.63, -3.94)
H (-2.16, 0.47, -5.19)
H (-1.42, -0.97, -6.03)
H (-0.57, 0.32, -5.04)
O (1.16, 5.79, 1.46)
P (1.37, 4.76, 2.46)
N (3.01, 4.53, 2.75)
C (3.79, 4.37, 1.54)
C (3.69, 4.14, 3.94)
N (0.77, 3.27, 2.02)
C (1.30, 2.10, 2.67)
C (-0.53, 3.22, 1.37)
N (0.58, 5.24, 3.88)
C (0.98, 6.41, 4.78)
C (-0.07, 4.17, 4.65)
H (4.81, 4.66, 1.76)
H (3.44, 5.09, 0.73)
H (3.82, 3.38, 1.02)
H (4.25, 3.26, 3.94)
H (2.99, 4.04, 4.77)
H (4.49, 4.85, 4.02)
H (2.33, 2.18, 2.84)
H (0.79, 1.84, 3.62)
H (1.15, 1.23, 1.96)
H (-0.55, 4.04, 0.68)
H (-0.50, 2.34, 0.67)
H (-1.33, 3.25, 2.06)
H (0.15, 6.77, 5.42)
H (1.86, 6.25, 5.38)
H (1.18, 7.27, 4.10)
H (-0.58, 3.55, 3.97)
H (-0.79, 4.54, 5.38)
H (0.62, 3.51, 5.30)
O (-0.32, -6.38, 3.83)
P (-0.73, -5.24, 2.93)
N (-2.01, -5.60, 1.88)
C (-1.92, -6.87, 1.11)
C (-3.15, -4.76, 1.57)
N (0.51, -4.66, 2.01)
C (0.37, -4.01, 0.63)
C (1.80, -4.43, 2.62)
N (-1.42, -3.96, 3.84)
C (-2.03, -4.47, 5.11)
C (-0.80, -2.62, 3.80)
H (-2.83, -7.43, 1.00)
H (-1.16, -7.48, 1.57)
H (-1.54, -6.66, 0.10)
H (-3.41, -4.23, 2.47)
H (-4.01, -5.41, 1.26)
H (-2.96, -3.99, 0.80)
H (-0.19, -4.64, -0.07)
H (-0.03, -3.02, 0.65)
H (1.42, -3.95, 0.34)
H (2.12, -3.44, 2.38)
H (1.74, -4.49, 3.66)
H (2.52, -5.23, 2.28)
H (-2.64, -5.32, 4.90)
H (-1.26, -4.74, 5.82)
H (-2.63, -3.74, 5.58)
H (0.02, -2.40, 4.57)
H (-1.58, -1.90, 3.84)
H (-0.40, -2.54, 2.80)
C (-2.78, -0.51, 1.53)
O (-1.55, -0.88, 0.89)
H (-2.70, 0.45, 2.04)
H (-3.64, -0.30, 0.89)
H (-3.06, -1.27, 2.23)
H (-1.79, -1.11, -0.07)

## Properties
HOMO energy   -8.403 eV
Structure (SMILES)   CN(C)P(=O)(N(C)C)N(C)C.CN(C)P(=O)(N(C)C)N(C)C.CN(C)P(=O)(N(C)C)N(C)C.CN(C)P(=O)(N(C)C)N(C)C.CO
HOMO-LUMO gap   8.8 eV

These are the Mulliken partial charges, in e, on atoms 1 to 99: O -0.89; P 0.13; N 0.74; C -0.80; C -1.12; N 0.70; C 0.03; C -1.08; N 0.46; C -0.62; C -1.16; H 0.20; H 0.07; H 0.33; H 0.32; H 0.28; H 0.35; H -0.05; H -0.91; H 0.45; H 0.37; H 0.32; H 0.16; H 0.47; H 0.13; H -0.09; H 0.32; H 0.35; H 0.38; O -0.57; P -0.71; N 0.51; C -1.23; C -0.94; N 0.49; C -0.90; C -1.09; N 1.14; C -1.21; C -0.98; H 0.44; H -0.09; H 0.58; H 0.39; H 0.26; H 0.28; H 0.21; H 0.37; H 0.29; H 0.33; H 0.34; H 0.28; H 0.33; H 0.42; H 0.17; H 0.20; H 0.50; H 0.03; O -0.88; P 0.21; N 0.38; C -1.13; C -1.05; N 0.95; C -0.77; C -1.23; N 0.17; C -0.93; C -0.82; H 0.50; H 0.17; H 0.28; H 0.41; H 0.28; H 0.35; H 0.28; H 0.21; H 0.04; H 0.36; H 0.23; H 0.33; H 0.36; H 0.30; H 0.31; H 0.12; H 0.38; H 0.19; O -0.84; P 0.08; N 0.37; C -1.05; C -0.81; N 0.41; C -1.04; C -1.24; N 0.54; C -1.09; C -0.97; H 0.38